ORCA calculation (the ωB97M-V functional and the def2-TZVPD basis) on a molecular structure, C23H23IrN2O3S2.

Multiplicity: 5
Orbital gap (alpha / beta) in Ha: 0.2730 / 0.2452

CARTESIAN COORDINATES (ANGSTROEM)
1 Ir 0.20 1.42 -0.19
2 C 2.42 -0.17 -1.63
3 N 2.25 0.10 -0.19
4 C 1.87 -1.10 0.57
5 C 1.44 -0.67 1.96
6 N 0.23 0.17 1.93
7 C 0.24 1.06 3.11
8 C -1.04 -0.50 1.82
9 C -1.23 -1.83 2.16
10 C -2.48 -2.41 2.03
11 C -3.55 -1.67 1.57
12 C -3.37 -0.34 1.22
13 C -2.12 0.25 1.32
14 S -1.86 1.92 0.75
15 C 3.35 0.88 0.33
16 C 4.52 0.28 0.79
17 C 5.57 1.06 1.25
18 C 5.46 2.44 1.26
19 C 4.30 3.05 0.80
20 C 3.24 2.27 0.35
21 S 1.75 3.05 -0.19
22 H 2.02 -1.14 -1.89
23 H 3.47 -0.13 -1.94
24 H 1.89 0.60 -2.20
25 H 2.68 -1.83 0.64
26 H 1.05 -1.57 0.03
27 H 2.22 -0.04 2.39
28 H 1.34 -1.52 2.63
29 H 0.29 0.47 4.03
30 H -0.66 1.67 3.11
31 H 1.11 1.72 3.05
32 H -0.40 -2.43 2.53
33 H -2.62 -3.46 2.29
34 H -4.53 -2.12 1.47
35 H -4.20 0.24 0.84
36 H 4.61 -0.80 0.76
37 H 6.48 0.58 1.60
38 H 6.28 3.04 1.61
39 H 4.21 4.12 0.80
40 O -1.83 -2.52 -1.96
41 C -2.10 -1.91 -3.13
42 C -2.83 -2.64 -4.08
43 C -3.14 -2.07 -5.29
44 C -2.76 -0.77 -5.60
45 C -2.04 -0.05 -4.66
46 C -1.70 -0.60 -3.43
47 C -0.94 0.22 -2.46
48 O -0.68 1.41 -2.66
49 O -0.53 -0.35 -1.37
50 H -1.33 -1.87 -1.42
51 H -3.13 -3.65 -3.83
52 H -3.71 -2.65 -6.01
53 H -3.01 -0.33 -6.55
54 H -1.73 0.97 -4.86

These are the Mulliken partial charges, in e, on atoms 1 to 5:
1. Ir 2.8177
2. C -1.1062
3. N 0.5845
4. C -0.9058
5. C -1.1072

ORCA calculation (the ωB97M-V functional and the def2-TZVPD basis) on 2 unconnected molecules or ions with the total composition C23H23N2 in a non-equilibrium geometry.

Multiplicity: 1
Orbital gap in Ha: 0.2734
Net charge: +1

CARTESIAN COORDINATES (ANGSTROEM)
1 C -4.47 -3.45 1.53
2 C -3.12 -2.88 1.27
3 C -2.98 -1.62 0.65
4 C -1.70 -1.08 0.49
5 C -0.54 -1.74 0.93
6 C 0.79 -1.08 0.91
7 C 2.03 -1.89 0.83
8 C 3.23 -1.25 1.20
9 C 4.39 -1.97 1.44
10 C 4.35 -3.38 1.27
11 C 3.22 -4.03 0.76
12 C 2.10 -3.26 0.44
13 C -0.71 -3.03 1.52
14 C -1.98 -3.59 1.66
15 H -4.41 -4.54 1.57
16 H -4.87 -3.13 2.51
17 H -5.21 -3.19 0.76
18 H -3.85 -1.03 0.32
19 H -1.53 -0.14 -0.04
20 H 0.91 -0.19 1.63
21 H 3.23 -0.16 1.32
22 H 5.31 -1.45 1.79
23 H 5.25 -3.96 1.49
24 H 3.20 -5.13 0.64
25 H 1.29 -3.75 -0.11
26 H 0.15 -3.58 1.90
27 H -2.08 -4.59 2.10
28 C -1.12 5.09 0.21
29 C -0.56 4.01 -0.63
30 C -0.36 2.75 -0.06
31 C 0.18 1.73 -0.82
32 C 0.52 2.00 -2.16
33 C 0.32 3.25 -2.77
34 C -0.23 4.26 -1.97
35 C -0.45 5.59 -2.61
36 N 1.01 0.77 -2.65
37 C 0.95 -0.16 -1.63
38 N 0.48 0.38 -0.52
39 H -1.26 6.05 -0.29
40 H -2.11 4.83 0.61
41 H -0.49 5.31 1.08
42 H -0.61 2.54 0.97
43 H 0.59 3.41 -3.80
44 H -0.12 5.57 -3.65
45 H -1.51 5.88 -2.61
46 H 0.13 6.39 -2.11
47 H 1.35 0.62 -3.60
48 H 1.28 -1.19 -1.76

These are the Mulliken partial charges, in e, on atoms 1 to 5:
1. C -1.4214
2. C 1.1075
3. C -1.0940
4. C -0.1246
5. C 0.3918

ORCA calculation (the ωB97M-V functional and the def2-TZVPD basis) on 2 unconnected molecules or ions with the total composition C23H23N2O in a non-equilibrium geometry.

Multiplicity: 1
Orbital gap in Ha: 0.1552
Net charge: +1

CARTESIAN COORDINATES (ANGSTROEM)
1 C -3.41 -3.23 -4.79
2 O -2.70 -3.89 -3.78
3 C -1.72 -3.12 -3.17
4 C -1.00 -3.70 -2.11
5 C -0.06 -2.99 -1.42
6 C 0.22 -1.63 -1.74
7 C 1.13 -0.92 -0.92
8 C 1.50 0.45 -0.90
9 C 2.57 0.84 -0.07
10 C 3.04 2.13 -0.06
11 C 2.46 3.11 -0.87
12 C 3.00 4.50 -0.86
13 C 1.35 2.76 -1.64
14 C 0.85 1.47 -1.63
15 C -0.44 -1.09 -2.87
16 C -1.40 -1.80 -3.53
17 H -4.12 -3.92 -5.24
18 H -3.96 -2.38 -4.37
19 H -2.73 -2.88 -5.57
20 H -1.22 -4.72 -1.85
21 H 0.46 -3.45 -0.60
22 H 1.64 -1.53 -0.19
23 H 3.04 0.10 0.55
24 H 3.86 2.41 0.58
25 H 2.51 5.14 -1.60
26 H 2.87 4.96 0.12
27 H 4.07 4.50 -1.09
28 H 0.88 3.51 -2.24
29 H -0.08 1.28 -2.12
30 H -0.13 -0.13 -3.26
31 H -1.92 -1.32 -4.34
32 N 1.08 2.72 4.49
33 C 0.34 1.59 4.16
34 C -0.03 1.34 2.85
35 C -0.78 0.20 2.54
36 C -1.14 -0.70 3.56
37 N -1.85 -1.74 2.97
38 C -1.94 -1.49 1.62
39 C -1.30 -0.32 1.33
40 C -0.75 -0.47 4.89
41 C -0.03 0.66 5.17
42 H 1.11 3.05 5.45
43 H 1.09 3.51 3.86
44 H 0.25 2.02 2.07
45 H -2.24 -2.53 3.49
46 H -2.44 -2.13 0.91
47 H -1.20 0.12 0.35
48 H -1.03 -1.16 5.65
49 H 0.27 0.86 6.18

These are the Mulliken partial charges, in e, on atoms 1 to 5:
1. C -0.8264
2. O -0.4106
3. C 1.0074
4. C -0.7406
5. C -0.6069

ORCA calculation (the ωB97M-V functional and the def2-TZVPD basis) on a molecular structure, C23H23NOPbS5Te.

Multiplicity: 1
Orbital gap in Ha: 0.2458

CARTESIAN COORDINATES (ANGSTROEM)
1 Pb -1.22 -1.17 -1.47
2 S -2.37 -2.08 0.75
3 C -1.15 -2.95 1.70
4 C -1.27 -2.90 3.09
5 C -0.39 -3.58 3.92
6 C 0.64 -4.33 3.38
7 C 0.77 -4.40 2.01
8 C -0.10 -3.70 1.17
9 S 0.19 -3.79 -0.58
10 C 1.80 -2.95 -0.70
11 C 1.91 -1.75 0.19
12 C 3.10 -1.49 0.87
13 C 3.18 -0.38 1.69
14 C 2.06 0.42 1.83
15 C 0.90 0.09 1.14
16 C -0.37 0.86 1.35
17 S -1.00 1.46 -0.26
18 C -2.63 1.93 0.28
19 C -2.73 2.89 1.28
20 C -3.97 3.26 1.78
21 C -5.12 2.68 1.27
22 C -5.02 1.76 0.24
23 C -3.79 1.37 -0.27
24 S -3.79 0.20 -1.60
25 N 0.85 -0.95 0.31
26 H -2.08 -2.32 3.52
27 H -0.52 -3.51 4.99
28 H 1.32 -4.87 4.02
29 H 1.56 -5.00 1.56
30 H 1.89 -2.64 -1.74
31 H 2.61 -3.65 -0.48
32 H 3.94 -2.17 0.76
33 H 4.09 -0.16 2.23
34 H 2.07 1.28 2.49
35 H -0.20 1.70 2.02
36 H -1.13 0.19 1.76
37 H -1.83 3.35 1.67
38 H -4.03 4.01 2.57
39 H -6.09 2.97 1.65
40 H -5.92 1.32 -0.19
41 Te -2.69 1.40 -3.42
42 O 1.48 -0.38 -2.47
43 S 2.30 0.33 -3.51
44 C 3.07 1.73 -2.62
45 C 2.39 3.03 -3.06
46 C 0.99 2.66 -3.52
47 C 1.18 1.43 -4.41
48 H 4.15 1.71 -2.78
49 H 2.87 1.48 -1.58
50 H 2.95 3.48 -3.89
51 H 2.38 3.75 -2.25
52 H 0.50 3.47 -4.06
53 H 0.35 2.40 -2.68
54 H 1.66 1.68 -5.35
55 H 0.26 0.86 -4.59

These are the Mulliken partial charges, in e, on atoms 1 to 5:
1. Pb 0.7784
2. S -0.2937
3. C 0.2589
4. C -0.5411
5. C -0.6291

ORCA calculation (the ωB97M-V functional and the def2-TZVPD basis) on a molecular structure, C23H24AlAsFI2N2O5S3.

Multiplicity: 1
Orbital gap in Ha: 0.2837
Net charge: +1

CARTESIAN COORDINATES (ANGSTROEM)
1 Al -0.78 -0.19 0.59
2 I 2.43 0.53 -0.05
3 C 2.64 -0.51 1.77
4 I 0.82 -0.84 2.83
5 H 3.26 0.08 2.44
6 H 3.04 -1.50 1.57
7 O -0.65 1.49 0.90
8 C -1.37 2.67 0.60
9 C -2.19 2.46 -0.66
10 C -3.16 3.18 -1.27
11 C -3.67 2.54 -2.45
12 C -3.08 1.35 -2.72
13 S -1.84 1.05 -1.57
14 C -2.25 2.94 1.81
15 C -2.03 2.43 3.06
16 C -2.94 2.92 4.03
17 C -3.82 3.82 3.50
18 S -3.55 4.06 1.83
19 C -0.36 3.78 0.38
20 C 0.07 4.30 -0.80
21 C 1.14 5.23 -0.62
22 C 1.47 5.38 0.69
23 S 0.49 4.43 1.71
24 H -3.51 4.14 -0.92
25 H -4.44 2.96 -3.07
26 H -3.24 0.68 -3.54
27 H -1.22 1.74 3.27
28 H -2.93 2.64 5.08
29 H -4.61 4.35 4.00
30 H -0.34 4.03 -1.76
31 H 1.62 5.75 -1.43
32 H 2.22 6.03 1.10
33 C -4.48 0.30 1.05
34 As -3.03 -0.87 1.53
35 C -3.58 -2.61 0.89
36 C -3.19 -1.03 3.44
37 H -5.41 -0.14 1.43
38 H -4.54 0.39 -0.03
39 H -4.32 1.28 1.49
40 H -4.66 -2.71 1.03
41 H -3.07 -3.38 1.46
42 H -3.33 -2.71 -0.17
43 H -4.17 -1.44 3.68
44 H -3.09 -0.04 3.89
45 H -2.43 -1.70 3.83
46 F -0.33 -6.93 2.13
47 C 0.10 -6.59 0.91
48 C -0.14 -5.40 0.39
49 N 0.30 -5.03 -0.87
50 C 0.00 -3.72 -1.39
51 C 0.38 -2.63 -0.39
52 O 1.38 -2.69 0.28
53 O -0.49 -1.63 -0.36
54 C 1.04 -5.90 -1.65
55 O 1.45 -5.60 -2.75
56 N 1.28 -7.13 -1.07
57 C 0.88 -7.60 0.17
58 O 1.16 -8.70 0.57
59 H -0.70 -4.65 0.95
60 H -1.04 -3.63 -1.69
61 H 0.63 -3.58 -2.27
62 H 1.83 -7.77 -1.64

These are the Mulliken partial charges, in e, on atoms 1 to 5:
1. Al -1.6895
2. I 0.2076
3. C -0.8915
4. I 0.1636
5. H 0.4827

ORCA calculation (the ωB97M-V functional and the def2-TZVPD basis) on a molecular structure, C23H24BInN9O4.

Multiplicity: 2
Orbital gap (alpha / beta) in Ha: 0.2805 / 0.2007
Net charge: +2

CARTESIAN COORDINATES (ANGSTROEM)
1 In -0.22 0.09 -0.15
2 C -2.72 1.41 2.66
3 C -1.50 2.14 2.21
4 C -1.17 3.42 2.65
5 C 0.11 3.64 2.22
6 N 0.54 2.56 1.53
7 N -0.48 1.62 1.51
8 B 2.01 2.11 1.29
9 N 2.15 0.60 1.65
10 C 2.88 0.04 2.64
11 C 2.71 -1.32 2.64
12 C 1.80 -1.58 1.61
13 C 1.20 -2.87 1.16
14 N 1.46 -0.42 1.04
15 N 2.25 2.29 -0.32
16 C 3.05 3.28 -0.95
17 C 3.22 2.89 -2.23
18 C 2.55 1.65 -2.35
19 C 2.60 0.70 -3.46
20 N 1.94 1.36 -1.12
21 N 3.08 2.97 1.90
22 C 4.33 2.73 2.40
23 C 4.91 3.93 2.68
24 C 3.95 4.91 2.31
25 C 4.05 6.39 2.41
26 N 2.86 4.33 1.83
27 H -3.63 1.90 2.30
28 H -2.74 1.45 3.75
29 H -2.72 0.37 2.38
30 H -1.77 4.07 3.25
31 H 0.78 4.47 2.36
32 H 3.46 0.65 3.32
33 H 3.17 -2.03 3.30
34 H 1.64 -3.70 1.70
35 H 1.38 -3.03 0.09
36 H 0.13 -2.88 1.34
37 H 3.38 4.14 -0.39
38 H 3.78 3.39 -3.01
39 H 3.44 0.92 -4.11
40 H 1.67 0.79 -4.04
41 H 2.61 -0.33 -3.10
42 H 4.76 1.75 2.46
43 H 5.89 4.10 3.09
44 H 5.01 6.68 2.84
45 H 3.26 6.80 3.03
46 H 3.97 6.85 1.42
47 O -3.99 -1.62 1.28
48 C -2.97 -1.10 0.66
49 O -1.80 -1.30 0.97
50 C -3.30 -0.29 -0.54
51 C -4.52 -0.18 -1.17
52 C -4.53 0.31 -2.48
53 C -3.34 0.55 -3.14
54 C -2.15 0.39 -2.43
55 N -2.18 0.08 -1.15
56 C -0.75 0.31 -3.03
57 O -0.54 0.66 -4.16
58 O 0.12 -0.24 -2.20
59 H -3.71 -2.22 1.99
60 H -5.43 -0.51 -0.68
61 H -5.47 0.42 -3.00
62 H -3.30 0.81 -4.19

These are the Mulliken partial charges, in e, on atoms 1 to 5:
1. In 2.0143
2. C -1.3464
3. C 0.7349
4. C -1.4987
5. C 0.0069

ORCA calculation (the ωB97M-V functional and the def2-TZVPD basis) on a molecular structure, C23H24BaN5SSbSe4 in a non-equilibrium geometry.

Multiplicity: 1
Orbital gap in Ha: 0.1448
Net charge: -2

CARTESIAN COORDINATES (ANGSTROEM)
1 Ba -0.28 0.08 -0.72
2 C -2.62 3.62 1.42
3 C -2.10 2.47 0.82
4 N -0.79 2.33 0.56
5 C 0.07 3.34 0.81
6 C -0.41 4.62 1.20
7 C -1.77 4.72 1.59
8 C 0.46 5.74 1.13
9 C 1.83 5.55 0.86
10 C 2.30 4.25 0.64
11 C 1.48 3.11 0.66
12 N 1.91 1.82 0.60
13 C 3.16 1.48 0.97
14 C 3.97 2.20 1.92
15 C 5.28 1.84 2.24
16 C 5.82 0.70 1.67
17 C 5.11 -0.02 0.64
18 C 5.68 -1.07 -0.16
19 C 4.91 -1.72 -1.09
20 C 3.58 -1.30 -1.28
21 N 3.01 -0.36 -0.55
22 C 3.72 0.32 0.35
23 H -3.70 3.65 1.65
24 H -2.74 1.59 0.70
25 H -2.14 5.67 2.05
26 H 0.11 6.76 1.30
27 H 2.50 6.40 0.84
28 H 3.32 4.08 0.32
29 H 3.55 3.12 2.30
30 H 5.88 2.49 2.89
31 H 6.87 0.44 1.89
32 H 6.72 -1.32 0.02
33 H 5.26 -2.52 -1.75
34 H 2.96 -1.71 -2.06
35 C -4.18 -2.31 -3.50
36 N -3.78 -2.82 -2.22
37 C -3.28 -4.22 -2.27
38 C -3.47 -1.94 -1.23
39 S -2.84 -0.36 -1.58
40 N -3.83 -2.33 0.02
41 C -4.89 -3.27 0.33
42 C -3.23 -1.73 1.22
43 H -4.36 -1.24 -3.44
44 H -5.07 -2.86 -3.89
45 H -3.40 -2.46 -4.24
46 H -2.28 -4.23 -2.68
47 H -3.95 -4.74 -2.94
48 H -3.28 -4.67 -1.27
49 H -5.33 -3.68 -0.56
50 H -5.68 -2.79 0.95
51 H -4.45 -4.14 0.88
52 H -2.76 -0.75 0.98
53 H -2.44 -2.40 1.59
54 H -4.03 -1.65 1.96
55 Se 0.86 -3.91 -2.13
56 Sb 0.68 -3.02 0.43
57 Se 0.43 -1.88 -3.11
58 Se 2.73 -4.27 1.12
59 Se -1.08 -4.64 1.17

These are the Mulliken partial charges, in e, on atoms 1 to 5:
1. Ba 1.2210
2. C -0.7317
3. C 0.1576
4. N -0.0215
5. C 0.1676

ORCA calculation (the ωB97M-V functional and the def2-TZVPD basis) on a molecular structure, C23H24BrClF5INO3ReTe in a non-equilibrium geometry.

Multiplicity: 2
Orbital gap (alpha / beta) in Ha: 0.2378 / 0.2472
Net charge: +1

CARTESIAN COORDINATES (ANGSTROEM)
1 Re -1.08 -2.33 -0.51
2 C 4.99 2.03 0.06
3 C 4.18 2.32 -1.21
4 C 4.95 1.81 -2.43
5 C 3.99 3.83 -1.33
6 C 2.84 1.58 -1.12
7 C 2.84 0.19 -1.01
8 C 1.63 -0.44 -0.91
9 Br 1.53 -2.35 -0.79
10 C 0.41 0.21 -0.92
11 O -0.72 -0.56 -0.81
12 C 0.37 1.60 -1.06
13 C 1.62 2.23 -1.14
14 C -0.89 2.48 -1.07
15 C -0.88 3.34 0.20
16 C -0.83 3.40 -2.30
17 C -2.22 1.73 -1.13
18 H 5.95 2.56 0.02
19 H 5.20 0.97 0.18
20 H 4.46 2.37 0.96
21 H 5.89 2.35 -2.53
22 H 4.37 1.97 -3.35
23 H 5.18 0.75 -2.36
24 H 4.97 4.31 -1.38
25 H 3.46 4.25 -0.48
26 H 3.45 4.10 -2.25
27 H 3.76 -0.38 -1.00
28 H 1.61 3.31 -1.22
29 H -0.01 4.00 0.24
30 H -0.87 2.72 1.10
31 H -1.77 3.97 0.23
32 H 0.04 4.06 -2.30
33 H -1.72 4.03 -2.33
34 H -0.80 2.82 -3.23
35 H -2.42 1.16 -0.22
36 H -2.28 1.05 -1.98
37 H -3.02 2.46 -1.24
38 Cl -5.21 -1.81 4.91
39 C -4.58 -1.94 3.31
40 C -5.43 -2.08 2.25
41 C -4.94 -2.19 0.92
42 I -6.27 -2.43 -0.65
43 C -3.60 -2.12 0.68
44 O -2.99 -2.25 -0.53
45 C -2.73 -2.02 1.78
46 N -1.39 -2.08 1.46
47 C -0.48 -2.02 2.43
48 C -0.85 -1.89 3.77
49 C -2.19 -1.85 4.10
50 C -3.17 -1.92 3.11
51 H -6.50 -2.12 2.42
52 H 0.55 -2.09 2.13
53 H -0.08 -1.84 4.52
54 H -2.49 -1.77 5.14
55 F -2.26 -5.01 0.80
56 Te -0.84 -5.67 -0.20
57 F 0.62 -6.27 -1.12
58 F -0.72 -7.07 0.96
59 F -1.95 -6.62 -1.28
60 F 0.30 -4.73 0.95
61 O -0.98 -4.10 -1.27

These are the Mulliken partial charges, in e, on atoms 1 to 5:
1. Re 0.9398
2. C -1.6081
3. C 1.7125
4. C -1.6118
5. C -2.0462